Here is a structure of composition C23H43N17O8S at a distorted geometry from the OMol25 dataset. Energies are from ωB97M-V/def2-TZVPD.

Each line ends with the Löwdin charge.
Element x y z (Å)
C -5.0127 1.9046 -1.1301  -0.052
C -3.6124 2.0971 -0.5420  -0.272
C -2.5777 1.2857 -1.0301  -0.034
C -1.2896 1.4552 -0.5370  -0.043
C -0.9550 2.3850 0.4568  -0.201
C 0.4716 2.5337 0.9780  -0.078
C 0.7384 1.8577 2.3292  -0.109
C 0.9566 0.5193 2.5294  -0.089
C 0.9398 -0.4372 1.3349  -0.064
C 0.0945 -1.7056 1.5365  -0.205
O -0.3334 -2.2677 0.5428  0.004
C 1.2416 -0.0071 3.8708  -0.236
N 1.5073 -1.3919 4.0741  0.082
C 1.3007 0.7847 4.9915  0.017
C 1.0891 2.1866 4.8281  -0.373
N 1.1521 3.0581 5.8571  -0.206
S 0.8665 4.4907 5.1126  1.006
N 0.6594 4.0450 3.5679  -0.244
C 0.8038 2.6974 3.4892  -0.312
C -1.9974 3.1945 0.9217  -0.034
C -3.2973 3.0394 0.4365  -0.050
H -5.6115 1.1528 -0.5942  0.080
H -4.8765 1.5322 -2.1591  0.076
H -5.5124 2.8839 -1.1490  0.076
H -2.7539 0.5173 -1.7895  0.117
H -0.5004 0.8242 -0.9599  0.099
H 0.6394 3.6141 1.1388  0.115
H 1.2439 2.2187 0.2580  0.130
H 0.4738 0.0979 0.4994  0.076
H 1.9697 -0.6735 0.9952  0.154
H -0.1418 -2.1429 2.5290  0.126
H 2.1962 -1.4972 4.8140  0.096
H 1.9366 -1.8034 3.2494  0.073
H 1.5092 0.3217 5.9598  0.125
H -1.7899 3.9612 1.6753  0.106
H -4.1049 3.6648 0.8353  0.112
C 4.6798 3.6058 1.7334  -0.664
O 4.3739 2.8321 0.8378  0.019
N 5.8050 4.3754 1.6951  0.156
N 3.9065 3.7486 2.8417  0.178
H 6.0683 5.0128 2.4219  0.094
H 6.3932 4.2864 0.8869  0.106
H 3.0657 3.2173 2.9212  0.062
H 4.1295 4.3759 3.5919  0.098
C 4.9767 0.8237 -2.5616  -0.691
O 5.0998 -0.0627 -1.7333  0.015
N 5.2414 0.6257 -3.8901  0.141
N 4.5656 2.0831 -2.2376  0.156
H 5.1464 1.3371 -4.5887  0.087
H 5.5453 -0.2899 -4.1643  0.098
H 4.3621 2.2664 -1.2667  0.057
H 4.4576 2.8215 -2.9058  0.090
C -2.7163 -5.3048 -1.5968  -0.657
O -3.0005 -6.0344 -2.5295  0.029
N -1.5831 -4.5439 -1.5951  0.160
N -3.4964 -5.1825 -0.4870  0.161
H -1.3181 -3.9291 -0.8454  0.063
H -0.9912 -4.6158 -2.4018  0.088
H -4.3383 -5.7274 -0.4565  0.107
H -3.2739 -4.5843 0.2863  0.097
C -1.8178 7.6253 5.3630  -0.688
O -0.9253 7.3315 6.1383  0.002
N -1.9905 6.9913 4.1639  0.153
N -2.7226 8.6148 5.6268  0.146
H -2.7180 7.2190 3.5136  0.092
H -1.3442 6.2575 3.9344  0.066
H -2.6262 9.1020 6.4985  0.103
H -3.4639 8.8728 5.0040  0.091
C -0.2475 -0.9124 -4.0720  -0.688
O 0.2548 0.1970 -4.0327  0.019
N -0.1881 -1.7812 -3.0174  0.162
N -0.9130 -1.3832 -5.1672  0.155
H -0.5940 -2.6953 -3.0273  0.056
H 0.2928 -1.4702 -2.1926  0.087
H -0.9770 -0.7724 -5.9602  0.102
H -1.3340 -2.2931 -5.2177  0.096
C -3.9919 -6.6972 -5.9578  -0.689
O -3.4972 -5.5832 -5.9135  0.011
N -3.9653 -7.5631 -4.9052  0.154
N -4.6198 -7.1726 -7.0797  0.137
H -4.3681 -8.4798 -4.9334  0.090
H -3.5127 -7.2520 -4.0588  0.055
H -4.6589 -6.5631 -7.8752  0.097
H -5.0338 -8.0826 -7.1425  0.086
C 3.0048 -5.3915 -0.2536  -0.685
O 4.0474 -5.9963 -0.0942  0.031
N 2.1154 -5.7040 -1.2427  0.154
N 2.6307 -4.3454 0.5461  0.154
H 1.2510 -5.2187 -1.3877  0.068
H 2.3549 -6.4663 -1.8493  0.104
H 3.2597 -4.0888 1.2841  0.099
H 1.7759 -3.8331 0.4312  0.062

HOMO = -8.7 eV
E = -77102.80325 eV
Total charge = 0
Frontier orbital gap = 7.93 eV
LUMO energy = -0.729 eV

Here is a structure of composition C23H43N2OP3SeTb at a distorted geometry from the OMol25 dataset. Energies are from ωB97M-V/def2-TZVPD.

Each line ends with the Löwdin charge.
Element x y z (Å)
Tb -0.3134 -0.0174 -0.3774  0.897
P -1.1643 -2.4989 1.0018  0.699
P 1.5606 -0.5314 2.0545  0.730
P 1.6342 -2.0069 -1.2779  0.675
H -3.0052 3.0002 -5.2445  0.048
C -3.2817 1.9806 -5.5291  -0.051
C -3.3288 0.9257 -4.6643  -0.053
H -3.3062 0.9969 -3.5643  0.041
C -2.5676 -2.1701 2.1465  -0.260
C -0.3360 -3.8159 2.0035  -0.247
C -2.0049 -3.5853 -0.2361  -0.255
C 2.8338 0.7870 2.3409  -0.267
C 0.7593 -0.4312 3.6985  -0.245
C 2.6499 -1.9958 2.2697  -0.254
C 1.2365 -2.0048 -3.0838  -0.285
C 1.8501 -3.8083 -0.9756  -0.239
C 3.3975 -1.4748 -1.3794  -0.254
H -3.5153 1.8604 -6.6050  0.081
H -3.4088 -0.0540 -5.1515  0.065
H -3.1645 -1.3275 1.7721  0.027
H -2.1700 -1.9167 3.1378  0.044
H -3.2123 -3.0556 2.2452  0.070
H -0.0119 -3.4036 2.9687  0.046
H 0.5218 -4.2254 1.4540  0.028
H -1.0521 -4.6283 2.1995  0.078
H -2.5036 -2.9505 -0.9834  0.043
H -2.7528 -4.2236 0.2593  0.068
H -1.2718 -4.2255 -0.7459  0.039
H 3.7411 0.3641 2.7961  0.071
H 2.4057 1.5765 2.9698  0.037
H 3.0964 1.2028 1.3576  -0.060
H 1.3229 -0.9730 4.4742  0.081
H -0.2556 -0.8396 3.6313  0.016
H 0.7014 0.6302 3.9960  0.010
H 3.2947 -1.8679 3.1488  0.074
H 3.2840 -2.1245 1.3869  0.016
H 2.0568 -2.9042 2.3973  0.020
H 2.0462 -2.4987 -3.6367  0.063
H 1.1150 -0.9697 -3.4293  0.019
H 0.2919 -2.5330 -3.2535  0.051
H 2.4090 -4.2283 -1.8245  0.074
H 0.8760 -4.3086 -0.8953  0.028
H 2.4207 -3.9697 -0.0507  0.049
H 3.8604 -2.0049 -2.2220  0.068
H 3.9291 -1.7142 -0.4514  0.039
H 3.4324 -0.3891 -1.5473  0.005
C 1.3220 2.4523 -2.3856  -0.583
C -0.0612 2.5001 -2.6611  -0.109
C -0.4505 2.6747 -3.9828  0.001
C 0.5011 2.8746 -4.9943  0.093
C 1.8634 2.9747 -4.6610  0.017
C 2.3006 2.7940 -3.3555  -0.034
Se 1.8774 1.8848 -0.7135  1.018
H -1.0586 -0.2933 -2.1946  -0.110
H -0.7882 2.3245 -1.8519  0.077
H -1.4974 2.6050 -4.2264  0.056
H 0.2903 2.9870 -6.0672  0.159
H 2.5564 3.1781 -5.4755  0.144
H 3.3696 2.8338 -3.1105  0.140
N -0.7125 4.1217 5.1531  0.199
C -0.3089 3.1297 4.2958  -0.445
O 0.7296 2.4935 4.5247  0.038
C -1.2414 2.8136 3.1690  -0.089
C -2.6162 2.6878 3.4072  0.055
C -3.3853 2.0767 2.4207  0.007
C -2.7709 1.5252 1.2852  -0.110
N -1.4217 1.5622 1.1045  -0.128
C -0.6960 2.3194 1.9728  -0.076
H -0.0478 4.3675 5.8804  0.139
H -1.3449 4.8397 4.8458  0.119
H -3.0261 3.0514 4.3545  0.148
H -4.4612 1.9891 2.5403  0.133
H -3.3583 1.0561 0.4869  0.126
H 0.3362 2.5286 1.6575  0.091

HOMO (alpha / beta) = -16.6 / -16.9 eV
E = -145195.23295 eV
ΔE to the lowest compared entry with this formula, charge and spin = 73.4 kJ/mol
Total charge = +3
Spin multiplicity = 7
⟨S²⟩ = 13.0046
Frontier orbital gap (alpha / beta) = 3.33 / 4.11 eV
LUMO energy (alpha / beta) = -13.286 / -12.791 eV

Here is a structure of composition C23H44B3F3O8 at a distorted geometry from the OMol25 dataset. Energies are from ωB97M-V/def2-TZVPD.

Each line ends with the Löwdin charge.
Element x y z (Å)
C -1.9856 -0.9460 -1.1174  0.078
C -1.6715 0.1447 -0.3813  0.015
B -0.4121 -0.0267 0.4663  -0.522
O 0.8319 -0.5379 0.0816  0.234
B 1.0310 -1.7499 0.7033  -0.328
O 0.7483 -1.8276 2.0623  0.289
B -0.0830 -0.8758 2.5920  -0.426
C -0.5003 -0.9946 4.1434  -0.471
F -1.5830 -0.2535 4.4483  0.132
F -0.7732 -2.2643 4.5088  0.138
F 0.5120 -0.5655 4.9431  0.125
O -0.5462 0.1639 1.8550  0.325
H -2.9505 -1.4310 -0.9947  0.077
H -1.3373 -1.3620 -1.8853  0.075
H -2.3165 1.0131 -0.3138  0.085
H 1.3925 -2.7024 0.0958  0.126
C 4.5379 0.6162 0.6767  -0.158
C 5.5493 1.5420 0.0018  -0.165
C 5.8976 0.7503 -1.2548  -0.203
O 4.7223 0.0183 -1.5960  -0.148
C 3.7819 0.0596 -0.5244  -0.205
H 3.8833 1.1183 1.3879  0.113
H 5.0616 -0.1857 1.2016  0.117
H 5.0730 2.4877 -0.2651  0.114
H 6.4220 1.7614 0.6151  0.111
H 6.7156 0.0463 -1.0676  0.117
H 6.1762 1.3857 -2.0967  0.116
H 2.9465 0.7055 -0.8076  0.119
H 3.3955 -0.9462 -0.3592  0.104
C -2.1462 -5.0892 -5.0906  -0.170
C -0.6542 -5.1875 -4.7665  -0.163
C -0.3201 -3.7390 -4.4369  -0.198
O -1.5069 -3.1802 -3.8586  -0.155
C -2.6153 -4.0495 -4.0812  -0.212
H -2.6823 -6.0331 -5.0013  0.110
H -2.2806 -4.7151 -6.1079  0.112
H -0.4920 -5.8259 -3.8956  0.113
H -0.0580 -5.5774 -5.5902  0.111
H -0.0643 -3.1671 -5.3314  0.105
H 0.5002 -3.6350 -3.7283  0.116
H -2.8884 -4.5249 -3.1317  0.116
H -3.4664 -3.4618 -4.4288  0.115
C 2.9298 -0.2582 -6.7450  -0.169
C 3.6082 0.0523 -5.4119  -0.167
C 2.6740 -0.6324 -4.4238  -0.193
O 2.1167 -1.7574 -5.1114  -0.159
C 2.4096 -1.6697 -6.5045  -0.211
H 3.5950 -0.1951 -7.6052  0.110
H 2.0952 0.4273 -6.9077  0.113
H 4.5980 -0.4072 -5.3734  0.115
H 3.7199 1.1174 -5.2151  0.111
H 1.8523 0.0295 -4.1277  0.121
H 3.1887 -0.9698 -3.5252  0.106
H 3.1674 -2.4201 -6.7567  0.118
H 1.5038 -1.8914 -7.0726  0.112
C -4.4861 4.4970 0.8444  -0.168
C -5.7086 3.6326 0.5394  -0.169
C -5.0631 2.2860 0.2368  -0.207
O -3.8789 2.2218 1.0327  -0.164
C -3.5908 3.5092 1.5821  -0.198
H -4.7110 5.3823 1.4371  0.111
H -4.0123 4.8197 -0.0852  0.113
H -6.3449 3.5576 1.4234  0.114
H -6.3145 4.0027 -0.2862  0.111
H -4.7863 2.2112 -0.8215  0.117
H -5.7015 1.4375 0.4856  0.118
H -3.8155 3.4951 2.6535  0.119
H -2.5268 3.7150 1.4576  0.118
C -0.7093 1.4036 7.3902  -0.171
C -1.1944 1.2319 8.8289  -0.167
C -0.8402 2.5841 9.4360  -0.211
O -0.9469 3.5378 8.3795  -0.143
C -1.0592 2.8620 7.1257  -0.204
H -1.1796 0.7255 6.6841  0.090
H 0.3713 1.2560 7.3372  0.116
H -2.2759 1.0806 8.8445  0.113
H -0.7268 0.3998 9.3534  0.111
H 0.1875 2.5880 9.8160  0.115
H -1.5075 2.8803 10.2466  0.114
H -2.0884 2.9594 6.7624  0.117
H -0.3937 3.3402 6.4058  0.116

HOMO = -8.9 eV
E = -51129.46729 eV
Total charge = 0
Frontier orbital gap = 9.14 eV
LUMO energy = 0.227 eV